{
  "formula": "C7H17NSi",
  "method": "the ωB97M-V functional and the def2-TZVPD basis",
  "elements": ["C", "C", "C", "C", "C", "C", "C", "N", "Si", "H", "H", "H", "H", "H", "H", "H", "H", "H", "H", "H", "H", "H", "H", "H", "H", "H"],
  "positions_angstrom": [[0.359584, 0.094095, -0.817537], [1.733304, -0.352381, -0.619482], [-0.329665, -2.095263, -1.743001], [0.262078, -1.280378, 2.456843], [0.807668, 2.232643, 1.327943], [-2.259178, 1.663218, 0.464950], [-0.357999, -0.571658, -1.951098], [-0.673095, -0.588654, 1.648614], [-0.438153, 0.845457, 0.777569], [2.295436, 0.395518, -0.012669], [2.200632, -0.584960, -1.583436], [1.848522, -1.201377, -0.020336], [-0.476543, -2.256597, -0.638557], [0.776080, -2.433019, -1.895832], [-1.144174, -2.692994, -2.221342], [1.067370, -0.735146, 2.877354], [-0.357330, -1.849893, 3.229139], [0.745250, -2.162206, 1.821703], [1.126815, 2.751961, 0.397804], [0.472671, 2.947276, 2.044722], [1.605836, 1.587770, 1.787569], [-2.434902, 1.442447, -0.590258], [-3.018105, 1.377407, 1.149861], [-2.045822, 2.687884, 0.532550], [0.179207, -0.267660, -2.827135], [-1.448535, -0.200829, -2.026286]],
  "atomic_forces_ev_per_a": [[-1.63, 0.25, 1.40], [1.25, 1.88, -0.37], [1.34, -0.69, 1.35], [-1.17, -3.10, -0.97], [0.12, -2.11, -0.73], [3.08, -1.67, -0.79], [-2.18, 0.44, 0.90], [0.45, -0.11, -0.03], [-1.53, 1.88, -1.31], [0.01, -0.24, -0.84], [0.32, 0.24, 0.17], [-0.17, -1.91, 0.96], [-0.06, 0.06, -0.90], [-2.22, 0.01, -0.26], [1.11, 0.53, -0.17], [0.79, 0.69, 0.65], [1.08, 0.67, -0.59], [-0.77, 1.48, 1.03], [0.13, -0.41, 0.68], [-0.38, 0.39, 0.55], [-0.14, 1.07, -0.46], [-0.60, -0.08, 0.17], [-0.64, -0.46, 0.35], [-0.01, 1.66, 0.15], [0.13, 0.03, -0.95], [1.68, -0.49, 0.01]],
  "de_lowest_kcal_mol": 84.8,
  "e_lumo_ev": [-0.643, 0.230],
  "energy_ha": -621.0402
}

{
  "formula": "C7H17O4",
  "method": "the ωB97M-V functional and the def2-TZVPD basis",
  "elements": ["C", "O", "C", "C", "H", "H", "H", "H", "H", "H", "H", "O", "C", "C", "O", "C", "H", "H", "H", "H", "H", "H", "H", "C", "O", "H", "H", "H"],
  "positions_angstrom": [[-3.273890, 0.570644, -1.593728], [-1.908119, 0.506011, -1.279844], [-1.621064, 0.919645, 0.033371], [-0.140673, 0.819893, 0.306054], [-3.870106, -0.061154, -0.911389], [-3.649714, 1.607322, -1.529604], [-3.399862, 0.208471, -2.621717], [-2.178193, 0.300695, 0.762643], [-1.946335, 1.965310, 0.191131], [0.424942, 1.225938, -0.550680], [0.037210, 1.206281, 1.326597], [0.220253, -0.627965, 0.375034], [1.580873, -0.927029, 0.561336], [1.852104, -2.405093, 0.787692], [1.651375, -3.203670, -0.356317], [0.393997, -3.830739, -0.444928], [1.938287, -0.380691, 1.452057], [2.177449, -0.576855, -0.300644], [2.908419, -2.514181, 1.081413], [1.230032, -2.771338, 1.623431], [0.368217, -4.377842, -1.395124], [0.252021, -4.546325, 0.382083], [-0.434173, -3.106350, -0.429862], [1.480993, 4.001365, 0.507100], [0.177889, 3.619153, 0.324109], [1.932041, 3.626967, 1.461332], [2.177339, 3.642207, -0.295395], [1.618689, 5.109317, 0.533836]],
  "atomic_forces_ev_per_a": [[0.09, 0.11, 0.08], [-0.14, -0.29, -0.46], [-0.14, 0.34, 0.52], [0.51, -1.58, 0.06], [0.05, 0.10, -0.12], [0.04, -0.20, 0.00], [0.03, 0.08, 0.24], [0.13, -0.08, -0.16], [0.41, -0.19, -0.10], [-0.12, 0.43, 0.94], [0.37, 0.47, -0.91], [-0.75, -0.30, -0.12], [-0.09, 0.97, 0.05], [-0.37, 0.21, 0.30], [0.20, -0.19, -0.28], [-0.32, 0.09, 0.01], [0.20, -0.08, -0.06], [-0.06, -0.09, 0.14], [-0.25, 0.06, -0.12], [0.10, 0.07, -0.15], [0.05, 0.11, 0.22], [0.01, 0.08, -0.11], [0.22, -0.08, 0.00], [-1.01, -0.29, -0.18], [0.48, 0.16, 0.10], [0.12, 0.02, 0.07], [0.08, 0.03, 0.00], [0.16, 0.04, 0.03]],
  "de_lowest_kcal_mol": 43.7,
  "e_lumo_ev": 3.233,
  "total_charge": -1,
  "energy_ha": -577.7791
}

{
  "formula": "C7H17OPSi",
  "method": "the ωB97M-V functional and the def2-TZVPD basis",
  "elements": ["C", "C", "C", "C", "C", "C", "C", "O", "Si", "P", "H", "H", "H", "H", "H", "H", "H", "H", "H", "H", "H", "H", "H", "H", "H", "H", "H"],
  "positions_angstrom": [[0.435368, 1.454718, 0.815535], [0.152112, 2.559583, 1.687951], [3.320761, -0.010749, -0.888745], [-0.945975, -0.291788, -1.838707], [-2.581504, 0.459224, 0.676712], [-1.707560, -2.591652, 0.460195], [2.352579, -1.105795, -0.627538], [0.754227, 1.636569, -0.319730], [-1.158761, -0.790024, 0.081868], [0.564147, -0.376408, 1.491208], [1.116501, 2.862738, 2.142279], [-0.537663, 2.350800, 2.480868], [-0.117184, 3.374937, 1.127272], [4.072433, -0.247145, -1.644699], [2.668016, 0.692867, -1.371899], [3.733389, 0.344271, 0.022688], [-1.477194, 0.684998, -1.899004], [0.054207, -0.157082, -2.041147], [-1.355777, -1.026352, -2.601698], [-3.541134, 0.210571, 0.305913], [-2.698560, 0.492767, 1.761429], [-2.329686, 1.557158, 0.250851], [-1.748608, -2.587021, 1.502121], [-2.591881, -2.804669, -0.126003], [-0.923402, -3.287641, -0.037723], [2.762057, -1.894106, 0.027035], [1.729102, -1.510776, -1.437044]],
  "atomic_forces_ev_per_a": [[1.04, -2.57, 0.15], [1.06, 0.03, 2.45], [-1.70, -0.21, -1.08], [-2.78, -1.02, 1.16], [2.22, 1.65, -0.72], [2.14, 0.43, -3.71], [0.19, -1.63, 1.67], [0.14, 0.52, -1.55], [-1.40, 0.56, -0.84], [0.67, 0.56, -1.83], [-0.32, -0.35, 0.05], [-0.39, -0.13, 0.42], [-1.02, 2.01, -1.39], [0.20, -0.39, 0.20], [0.26, 1.27, -0.03], [0.53, 0.49, 0.56], [0.39, -0.70, -0.25], [2.21, 0.49, -0.51], [0.21, 0.81, 1.11], [-1.00, -0.40, -0.71], [0.26, 0.18, 0.04], [-0.52, -2.41, 1.11], [-0.37, -0.82, 1.63], [-0.63, -0.05, 0.52], [-0.98, 0.97, 1.41], [-0.55, 0.23, -0.30], [0.12, 0.49, 0.44]],
  "de_lowest_kcal_mol": 59.0,
  "e_lumo_ev": [-0.015, -0.711],
  "energy_ha": -982.8814
}

{
  "formula": "C7H18",
  "method": "the ωB97M-V functional and the def2-TZVPD basis",
  "elements": ["C", "C", "C", "C", "H", "H", "H", "H", "H", "H", "H", "H", "H", "H", "C", "C", "C", "H", "H", "H", "H", "H", "H", "H", "H"],
  "positions_angstrom": [[-0.156650, -0.414604, 2.424249], [0.460728, 0.932954, 2.092991], [1.592959, 0.843386, 1.058764], [2.464350, 2.091034, 1.049694], [-0.576956, -0.881486, 1.533468], [-0.980199, -0.339023, 3.143660], [0.553882, -1.058770, 2.947038], [0.831242, 1.385748, 3.013324], [-0.291514, 1.574645, 1.627987], [1.247897, 0.703142, 0.032031], [2.189036, -0.054437, 1.241245], [1.882430, 2.998178, 0.865170], [3.215533, 2.056886, 0.257175], [2.990296, 2.258835, 1.993094], [-2.103761, -2.115796, -1.763641], [-1.751415, -0.873785, -2.597866], [-0.455377, -0.235992, -2.121470], [-1.301089, -2.850136, -1.853914], [-3.041222, -2.568882, -2.086262], [-2.212379, -1.890983, -0.700306], [-2.580522, -0.170951, -2.513351], [-1.661215, -1.194704, -3.635804], [-0.131311, 0.574989, -2.776936], [-0.566555, 0.168880, -1.115822], [0.381816, -0.939139, -2.114522]],
  "atomic_forces_ev_per_a": [[-0.42, 0.01, 0.52], [0.02, -0.23, -0.78], [0.39, -0.04, 0.13], [0.30, 0.30, -0.04], [0.25, -0.27, -0.01], [-0.04, 0.29, -0.17], [0.17, -0.18, -0.47], [0.00, 0.23, -0.08], [-0.15, 0.22, 0.43], [-0.49, -0.03, 0.16], [0.21, 0.07, 0.22], [-0.17, -0.10, 0.01], [0.02, -0.10, 0.06], [-0.04, -0.16, 0.02], [0.15, 0.13, -0.06], [-0.07, -0.61, 0.54], [0.18, 0.21, -0.25], [-0.09, -0.12, 0.00], [0.04, -0.05, -0.09], [0.05, 0.15, -0.01], [0.05, 0.17, -0.21], [-0.05, 0.19, -0.11], [-0.15, 0.12, 0.04], [0.00, -0.02, 0.05], [-0.16, -0.17, 0.10]],
  "de_lowest_kcal_mol": 3.4,
  "smiles": "CCCC.CCC",
  "e_lumo_ev": 1.086,
  "energy_ha": -277.4930
}